# 1
ORCA calculation (ωB97M-V with the def2-TZVPD basis set) on an isolated molecule of C9H10N2O3S in a non-equilibrium geometry.

```
25
Properties=species:S:1:pos:R:3
C -2.891 -2.100 -0.155
C -1.832 -2.111 0.839
O -0.541 -1.774 0.244
C 0.103 -0.747 0.804
O -0.176 -0.228 1.873
C 1.230 -0.323 -0.037
C 1.348 -0.880 -1.377
N 1.433 -1.139 -2.474
C 2.568 -0.202 0.557
O 3.564 -0.928 0.508
C 2.646 1.006 1.549
S 2.018 2.343 0.548
C 0.794 1.422 -0.353
N -0.066 1.680 -1.180
C -0.429 2.967 -1.697
H -3.793 -2.443 0.266
H -2.930 -1.118 -0.474
H -2.828 -2.763 -1.068
H -1.785 -3.139 1.227
H -1.976 -1.411 1.629
H 1.901 0.802 2.327
H 3.607 1.157 1.904
H -0.159 3.109 -2.794
H -0.206 3.736 -0.927
H -1.600 3.081 -1.738
```

Computed properties:
Energy: -1082.2813 a.u.
Strongest force on any atom: 5.18 eV/Å
Energy above the lowest of the compared OMol25 structures with the same formula, charge and spin: 49.4 kcal per mole

Löwdin charges in e: atom 1 (C): -0.07, atom 2 (C): -0.20, atom 3 (O): 0.04, atom 4 (C): -0.45, atom 5 (O): 0.11, atom 6 (C): -0.20, atom 7 (C): -0.17, atom 8 (N): 0.21, atom 9 (C): -0.37, atom 10 (O): 0.12, atom 11 (C): -0.35, atom 12 (S): 0.99, atom 13 (C): -0.48, atom 14 (N): 0.00, atom 15 (C): -0.12, atom 16 (H): 0.07, atom 17 (H): 0.06, atom 18 (H): 0.12, atom 19 (H): 0.14, atom 20 (H): 0.11, atom 21 (H): 0.08, atom 22 (H): 0.07, atom 23 (H): 0.11, atom 24 (H): 0.07, atom 25 (H): 0.11

# 2
ORCA calculation (ωB97M-V with the def2-TZVPD basis set) on a cluster of 2 separate species, C2H6N2O2 in total in a non-equilibrium geometry.

```
12
Properties=species:S:1:pos:R:3
N 2.251 1.177 1.565
C 1.352 0.470 1.777
O 0.174 0.151 2.236
H -0.427 0.199 1.435
N 0.168 -0.746 -0.107
C -0.324 0.204 -1.268
O -1.651 0.537 -1.152
H -0.467 -1.507 0.123
H 1.016 -1.217 -0.404
H 0.247 1.130 -1.192
H -0.133 -0.251 -2.252
H -2.206 -0.149 -0.762
```

Computed properties:
Energy: -339.7223 a.u.
Strongest force on any atom: 2.73 eV/Å
Energy above the lowest of the compared OMol25 structures with the same formula, charge and spin: 69.3 kcal per mole

Löwdin charges in e: atom 1 (N): 0.14, atom 2 (C): -0.43, atom 3 (O): 0.03, atom 4 (H): 0.11, atom 5 (N): -0.01, atom 6 (C): -0.28, atom 7 (O): -0.04, atom 8 (H): 0.08, atom 9 (H): 0.08, atom 10 (H): 0.12, atom 11 (H): 0.11, atom 12 (H): 0.09

# 3
ORCA calculation (ωB97M-V with the def2-TZVPD basis set) on an isolated molecule of C4H8N2O.

```
15
Properties=species:S:1:pos:R:3
N 1.844 -0.037 -1.367
C 1.508 -0.805 -0.298
O 1.890 -1.951 -0.142
C 0.622 -0.103 0.725
N -0.356 0.771 0.087
C -1.707 0.684 0.617
C -1.374 0.089 -0.697
H 2.352 -0.467 -2.124
H 1.408 0.863 -1.500
H 0.168 -0.894 1.338
H 1.251 0.513 1.379
H -1.877 -0.011 1.439
H -2.260 1.617 0.682
H -1.319 -0.998 -0.768
H -1.669 0.596 -1.613
```

Computed properties:
Energy: -341.9422 a.u.
Strongest force on any atom: 0.36 eV/Å
Energy above the lowest of the compared OMol25 structures with the same formula, charge and spin: 38.5 kcal per mole

Löwdin charges in e: atom 1 (N): 0.17, atom 2 (C): -0.55, atom 3 (O): 0.04, atom 4 (C): -0.13, atom 5 (N): -0.13, atom 6 (C): -0.14, atom 7 (C): -0.14, atom 8 (H): 0.11, atom 9 (H): 0.10, atom 10 (H): 0.12, atom 11 (H): 0.13, atom 12 (H): 0.11, atom 13 (H): 0.10, atom 14 (H): 0.11, atom 15 (H): 0.10

# 4
ORCA calculation (ωB97M-V with the def2-TZVPD basis set) on an isolated molecule of C2H7N3O in a non-equilibrium geometry.

```
13
Properties=species:S:1:pos:R:3
C 1.851 0.238 0.141
N 1.227 -0.892 -0.449
N -0.168 -0.802 -0.444
C -0.725 0.396 -0.463
N -2.199 0.480 -0.370
O -2.800 -0.751 0.127
H 2.897 0.044 0.235
H 1.362 0.461 1.116
H 1.853 1.214 -0.445
H 1.395 -1.618 0.281
H -0.314 1.404 -0.355
H -2.297 1.115 0.420
H -2.081 -1.289 0.207
```

Computed properties:
Energy: -319.7752 a.u.
Strongest force on any atom: 4.42 eV/Å
Energy above the lowest of the compared OMol25 structures with the same formula, charge and spin: 109.5 kcal per mole

Löwdin charges in e: atom 1 (C): -0.18, atom 2 (N): -0.14, atom 3 (N): -0.01, atom 4 (C): -0.16, atom 5 (N): -0.04, atom 6 (O): -0.05, atom 7 (H): 0.07, atom 8 (H): 0.09, atom 9 (H): 0.09, atom 10 (H): 0.13, atom 11 (H): 0.11, atom 12 (H): 0.10, atom 13 (H): -0.01

# 5
ORCA calculation (ωB97M-V with the def2-TZVPD basis set) on a structure of composition C4H9Cl4N2 in a non-equilibrium geometry.

```
19
Properties=species:S:1:pos:R:3
C -0.177 0.128 -1.606
C 0.946 -0.611 0.556
C -0.025 0.344 -0.101
C -1.790 0.057 0.765
N 0.799 -1.910 0.333
N 0.435 1.678 0.214
Cl 2.708 -0.008 -0.371
Cl -2.198 -1.658 1.127
Cl -2.913 0.672 -0.416
Cl -1.767 0.972 2.265
H -0.015 -1.048 -1.826
H 0.657 0.550 -2.188
H -1.169 0.519 -1.929
H 1.038 -0.280 1.588
H 0.818 -2.332 -0.541
H 1.017 -2.688 1.077
H 1.424 1.451 0.397
H -0.006 1.882 1.196
H 0.218 2.283 -0.540
```

Computed properties:
Total charge: +1
Energy: -2107.7656 a.u.
Strongest force on any atom: 5.19 eV/Å
Energy above the lowest of the compared OMol25 structures with the same formula, charge and spin: 22.8 kcal per mole

Löwdin charges in e: atom 1 (C): -0.08, atom 2 (C): -0.54, atom 3 (C): -0.52, atom 4 (C): -1.46, atom 5 (N): 0.05, atom 6 (N): 0.17, atom 7 (Cl): 0.45, atom 8 (Cl): 0.60, atom 9 (Cl): 0.67, atom 10 (Cl): 0.66, atom 11 (H): 0.14, atom 12 (H): 0.08, atom 13 (H): 0.04, atom 14 (H): 0.13, atom 15 (H): 0.07, atom 16 (H): 0.19, atom 17 (H): 0.05, atom 18 (H): 0.13, atom 19 (H): 0.16

# 6
ORCA calculation (ωB97M-V with the def2-TZVPD basis set) on a cluster of 2 separate species, C9H14 in total in a non-equilibrium geometry.

```
23
Properties=species:S:1:pos:R:3
C 1.378 2.173 -0.662
C 0.714 1.373 0.530
C 1.630 0.415 1.090
C 1.088 -0.461 2.039
C -0.228 -0.373 2.533
C -1.163 0.470 1.930
C -0.597 1.365 0.924
H 2.004 1.258 -1.090
H 2.005 2.932 -0.249
H 0.534 2.653 -1.239
H 2.630 0.344 0.837
H 1.375 -1.352 2.534
H -0.612 -0.973 3.327
H -2.159 0.606 2.370
H -1.234 2.162 0.553
C -0.483 -1.106 -2.302
C -1.468 -1.989 -1.468
H -0.365 -0.147 -1.833
H 0.469 -1.612 -2.315
H -0.582 -0.893 -3.361
H -1.202 -1.988 -0.435
H -1.278 -3.081 -1.818
H -2.457 -1.776 -1.894
```

Computed properties:
Energy: -351.2545 a.u.
Strongest force on any atom: 4.53 eV/Å
Energy above the lowest of the compared OMol25 structures with the same formula, charge and spin: 47.5 kcal per mole

Löwdin charges in e: atom 1 (C): -0.04, atom 2 (C): -0.29, atom 3 (C): -0.04, atom 4 (C): -0.08, atom 5 (C): -0.12, atom 6 (C): -0.06, atom 7 (C): -0.07, atom 8 (H): 0.11, atom 9 (H): 0.05, atom 10 (H): 0.09, atom 11 (H): 0.08, atom 12 (H): 0.08, atom 13 (H): 0.09, atom 14 (H): 0.10, atom 15 (H): 0.10, atom 16 (C): -0.17, atom 17 (C): -0.14, atom 18 (H): 0.03, atom 19 (H): 0.05, atom 20 (H): 0.06, atom 21 (H): 0.04, atom 22 (H): 0.08, atom 23 (H): 0.06